1.
Molecular formula: C18H35AlINO2P2Si
Method: DFT, ωB97M-V/def2-TZVPD

Output
HOMO-LUMO gap (spin up / spin down) in eV: 4.73 / 7.08
Energy above the lowest of the compared OMol25 structures with the same formula, charge and spin in kcal per mole: 0.0
Highest occupied orbital energy (spin up / spin down) in eV: -11.4 / -13.7
Net charge: +2
DFT total energy in eV: -65957.469
Molar mass in u: 541.4
E_LUMO (spin up / spin down) in hartree: -0.2453 / -0.2439
Multiplicity: 1

Last column: natural (NBO) charge in e.
Geometry (Å):
C 3.488 1.429 -0.576  -0.755
C 2.133 1.180 0.005  0.455
H 3.662 0.857 -1.493  0.265
H 4.222 1.154 0.203  0.282
H 3.612 2.501 -0.809  0.290
O 1.282 0.479 -0.649  -0.751
I 1.802 2.005 1.849  0.354
Al -0.565 -0.154 -0.313  1.025
P -1.343 2.037 -1.116  0.835
C -1.822 1.991 -2.899  -0.937
C -2.746 2.877 -0.291  -0.933
H -3.082 3.772 -0.839  0.271
H -0.575 4.214 -1.849  0.266
H -2.422 3.192 0.710  0.262
H 0.116 3.823 -0.246  0.252
H -2.907 1.932 -3.043  0.259
H -3.600 2.203 -0.151  0.246
C -0.135 3.416 -1.233  -0.926
H -1.455 2.884 -3.428  0.263
H 0.797 3.104 -1.721  0.244
H -1.363 1.120 -3.384  0.237
P 0.347 -2.086 0.900  0.824
C -0.019 -3.842 0.484  -0.927
C 2.180 -2.120 0.859  -0.929
H -0.399 -1.138 3.007  0.251
H 0.956 -2.269 3.271  0.261
H -0.688 -2.926 2.908  0.265
C 0.019 -2.106 2.709  -0.934
H 2.591 -1.406 1.587  0.244
H 2.525 -3.135 1.109  0.265
H 0.912 -4.423 0.524  0.261
H -0.414 -3.926 -0.539  0.236
H 2.552 -1.867 -0.147  0.243
H -0.741 -4.257 1.205  0.262
C -1.263 -1.908 -2.421  0.928
O -0.708 -2.552 -3.231  -0.397
C -4.467 -0.081 -1.796  -1.159
Si -3.567 -1.308 -0.719  1.809
C -3.560 -0.857 1.113  -1.162
C -4.055 -3.081 -1.011  -1.164
N -1.724 -1.251 -1.478  -1.129
C -2.198 -4.456 2.787  0.170
C -2.746 -3.883 3.899  -0.371
C -4.112 -4.203 4.165  -0.180
C -4.763 -5.154 3.378  -0.219
C -4.089 -5.814 2.346  -0.180
C -2.737 -5.474 2.051  -0.376
H -4.004 -0.023 -2.792  0.257
H -4.467 0.927 -1.369  0.245
H -5.513 -0.391 -1.931  0.287
H -4.525 -0.383 1.362  0.283
H -3.457 -1.754 1.733  0.274
H -2.795 -0.134 1.445  0.264
H -3.830 -3.403 -2.049  0.260
H -3.540 -3.760 -0.320  0.266
H -5.143 -3.213 -0.872  0.285
H -2.218 -3.171 4.547  0.236
H -4.646 -3.742 4.997  0.237
H -5.804 -5.408 3.586  0.239
H -4.608 -6.582 1.771  0.236
H -2.190 -6.000 1.262  0.236

Cartesian forces (eV/Å) of the 6 atoms listed first:
C 0.1 -0.1 0.1
C -1.2 -1.7 -2.4
H -0.2 0.0 0.2
H -0.1 0.3 -0.4
H -0.1 -0.3 0.3
O 1.4 1.4 1.5

=====

2.
Molecular formula: C13H25N2S2SbSeSiTe4Zr
Method: DFT, ωB97M-V/def2-TZVPD

Output
HOMO-LUMO gap in eV: 4.45
Highest occupied orbital energy in eV: -0.6
Net charge: -2
DFT total energy in eV: -148751.629
Molar mass in u: 1103.9
E_LUMO in hartree: 0.1430
Multiplicity: 1

Last column: natural (NBO) charge in e.
Geometry (Å):
Zr 0.000 0.000 0.000  0.523
Te 2.818 -0.339 -0.459  -0.203
Te 5.193 0.890 0.262  -0.223
Te 4.122 3.188 -0.825  -0.272
Te 1.696 2.314 0.186  -0.038
S -2.499 0.171 0.359  -0.196
C -3.300 1.518 1.106  -0.374
C -4.702 1.503 1.356  0.308
N -5.847 1.525 1.576  -0.384
C -2.469 2.520 1.402  -0.277
S -0.824 2.193 0.955  -0.137
C -2.840 3.750 2.018  0.300
N -3.180 4.745 2.524  -0.363
C -3.948 -3.824 1.348  -0.626
C -3.463 -3.698 -0.087  -0.772
Sb -1.751 -2.361 -0.187  1.246
C -1.307 -2.591 -2.320  -0.768
C -1.523 -3.980 -2.901  -0.614
C -0.283 -3.627 0.837  -0.761
C -0.303 -5.103 0.480  -0.624
H -4.829 -4.497 1.387  0.190
H -4.239 -2.826 1.738  0.221
H -3.144 -4.245 1.987  0.200
H -4.276 -3.278 -0.716  0.215
H -3.189 -4.699 -0.477  0.203
H -0.266 -2.254 -2.507  0.241
H -1.997 -1.899 -2.845  0.204
H -0.834 -4.713 -2.456  0.198
H -1.324 -3.953 -3.993  0.187
H -2.571 -4.305 -2.747  0.192
H -0.508 -3.535 1.921  0.216
H 0.732 -3.210 0.659  0.259
H -1.305 -5.536 0.676  0.183
H 0.438 -5.640 1.108  0.190
H -0.018 -5.260 -0.571  0.193
C 1.958 -3.491 4.279  -1.149
Si 1.004 -1.899 4.476  1.579
C 2.025 -0.677 5.449  -1.145
C -0.592 -2.238 5.383  -1.147
Se 0.539 -1.032 2.419  -0.704
H 2.184 -3.913 5.280  0.216
H 2.906 -3.289 3.739  0.249
H 1.351 -4.217 3.700  0.238
H 2.251 -1.099 6.450  0.213
H 1.457 0.269 5.566  0.247
H 2.973 -0.476 4.910  0.251
H -0.366 -2.660 6.383  0.214
H -1.199 -2.964 4.803  0.238
H -1.159 -1.292 5.499  0.248
H 0.708 -1.624 -0.718  -0.384

Cartesian forces (eV/Å) of the 6 atoms listed first:
Zr 1.8 2.3 2.7
Te 1.6 -3.0 -1.2
Te -0.2 0.2 0.0
Te 0.6 -0.3 -0.3
Te -0.4 2.3 0.2
S -3.0 -1.0 -0.2

=====

3.
Molecular formula: C6H14
Method: DFT, ωB97M-V/def2-TZVPD

Output
HOMO-LUMO gap in eV: 5.41
Energy above the lowest of the compared OMol25 structures with the same formula, charge and spin in kcal per mole: 228.4
Highest occupied orbital energy in eV: -6.6
DFT total energy in eV: -6439.505
Molar mass in u: 86.2
E_LUMO in hartree: -0.0451
Multiplicity: 1

Last column: natural (NBO) charge in e.
Geometry (Å):
C 1.699 0.562 -1.199  -0.479
C 0.552 1.206 -0.475  -0.450
C -0.564 0.274 -0.001  -0.376
C -1.646 0.672 0.818  -0.333
C 0.051 -1.044 -0.040  -0.184
C -1.092 -1.927 -0.516  -0.656
H 1.578 0.761 -2.219  0.215
H 1.183 -0.638 -0.803  0.199
H 2.603 0.452 -0.764  0.212
H 0.730 1.632 0.527  0.219
H 0.100 2.012 -1.023  0.213
H -1.366 0.235 -0.692  0.241
H -1.618 0.836 1.978  0.159
H -2.548 1.012 0.409  0.172
H 2.176 1.123 2.801  0.018
H 1.793 0.670 2.139  -0.021
H 0.450 -1.297 0.847  0.190
H -1.462 -1.868 -1.558  0.214
H -1.803 -1.693 0.229  0.244
H -0.814 -2.981 -0.456  0.204

Cartesian forces (eV/Å) of the 6 atoms listed first:
C -5.1 0.2 1.4
C 1.7 3.4 1.0
C -1.6 2.1 -1.9
C 2.0 0.5 5.3
C -2.5 -0.4 -1.9
C 1.5 -2.7 -0.5

=====

Question: Look up the DFT total energy of the third one.
Answer: -6439.505 eV

=====

What did the first record say?
Molecular formula: C18H35AlINO2P2Si
Method: DFT, ωB97M-V/def2-TZVPD

Output
HOMO-LUMO gap (spin up / spin down) in eV: 4.73 / 7.08
Energy above the lowest of the compared OMol25 structures with the same formula, charge and spin in kcal per mole: 0.0
Highest occupied orbital energy (spin up / spin down) in eV: -11.4 / -13.7
Net charge: +2
DFT total energy in eV: -65957.469
Molar mass in u: 541.4
E_LUMO (spin up / spin down) in hartree: -0.2453 / -0.2439
Multiplicity: 1

Last column: natural (NBO) charge in e.
Geometry (Å):
C 3.488 1.429 -0.576  -0.755
C 2.133 1.180 0.005  0.455
H 3.662 0.857 -1.493  0.265
H 4.222 1.154 0.203  0.282
H 3.612 2.501 -0.809  0.290
O 1.282 0.479 -0.649  -0.751
I 1.802 2.005 1.849  0.354
Al -0.565 -0.154 -0.313  1.025
P -1.343 2.037 -1.116  0.835
C -1.822 1.991 -2.899  -0.937
C -2.746 2.877 -0.291  -0.933
H -3.082 3.772 -0.839  0.271
H -0.575 4.214 -1.849  0.266
H -2.422 3.192 0.710  0.262
H 0.116 3.823 -0.246  0.252
H -2.907 1.932 -3.043  0.259
H -3.600 2.203 -0.151  0.246
C -0.135 3.416 -1.233  -0.926
H -1.455 2.884 -3.428  0.263
H 0.797 3.104 -1.721  0.244
H -1.363 1.120 -3.384  0.237
P 0.347 -2.086 0.900  0.824
C -0.019 -3.842 0.484  -0.927
C 2.180 -2.120 0.859  -0.929
H -0.399 -1.138 3.007  0.251
H 0.956 -2.269 3.271  0.261
H -0.688 -2.926 2.908  0.265
C 0.019 -2.106 2.709  -0.934
H 2.591 -1.406 1.587  0.244
H 2.525 -3.135 1.109  0.265
H 0.912 -4.423 0.524  0.261
H -0.414 -3.926 -0.539  0.236
H 2.552 -1.867 -0.147  0.243
H -0.741 -4.257 1.205  0.262
C -1.263 -1.908 -2.421  0.928
O -0.708 -2.552 -3.231  -0.397
C -4.467 -0.081 -1.796  -1.159
Si -3.567 -1.308 -0.719  1.809
C -3.560 -0.857 1.113  -1.162
C -4.055 -3.081 -1.011  -1.164
N -1.724 -1.251 -1.478  -1.129
C -2.198 -4.456 2.787  0.170
C -2.746 -3.883 3.899  -0.371
C -4.112 -4.203 4.165  -0.180
C -4.763 -5.154 3.378  -0.219
C -4.089 -5.814 2.346  -0.180
C -2.737 -5.474 2.051  -0.376
H -4.004 -0.023 -2.792  0.257
H -4.467 0.927 -1.369  0.245
H -5.513 -0.391 -1.931  0.287
H -4.525 -0.383 1.362  0.283
H -3.457 -1.754 1.733  0.274
H -2.795 -0.134 1.445  0.264
H -3.830 -3.403 -2.049  0.260
H -3.540 -3.760 -0.320  0.266
H -5.143 -3.213 -0.872  0.285
H -2.218 -3.171 4.547  0.236
H -4.646 -3.742 4.997  0.237
H -5.804 -5.408 3.586  0.239
H -4.608 -6.582 1.771  0.236
H -2.190 -6.000 1.262  0.236

Cartesian forces (eV/Å) of the 6 atoms listed first:
C 0.1 -0.1 0.1
C -1.2 -1.7 -2.4
H -0.2 0.0 0.2
H -0.1 0.3 -0.4
H -0.1 -0.3 0.3
O 1.4 1.4 1.5

=====

Question: Which formula does entry 3 have?
Answer: C6H14